A 12-piece molecular cluster, C58H69F2N13O5S overall in a non-equilibrium geometry. Source: the Open Molecules 2025 dataset; level of theory: wB97M-V/def2-TZVPD.

Geometry as XYZ:
```
148
Properties=species:S:1:pos:R:3:forces:R:3
C 5.069 -3.395 0.261 0.048 0.405 0.020
C 4.289 -3.938 -1.112 0.126 -0.055 0.766
C 3.475 -2.683 -1.833 2.261 -0.328 0.051
O 2.103 -3.139 -2.131 -2.102 3.607 0.236
C 1.139 -2.032 -2.053 -0.641 1.633 -2.357
C 0.651 -1.230 -3.247 1.382 -1.821 4.294
N 1.169 -1.639 -4.606 -2.828 0.080 0.298
C 0.637 -3.034 -4.996 2.879 -3.686 -6.519
O 1.199 -3.585 -6.092 -4.486 3.683 8.474
F -0.411 -3.752 -4.224 3.624 2.971 -2.150
C 0.685 -0.742 -5.723 -6.962 -0.495 -4.402
O -0.509 -1.073 -6.287 8.697 2.790 3.980
F 1.399 0.438 -6.278 -1.917 -4.591 2.808
C -0.391 -0.011 -2.911 -1.168 4.955 -1.095
O -0.372 1.226 -3.410 0.358 -7.997 2.429
C -1.570 -0.356 -1.774 3.588 -1.688 2.622
S -3.331 0.235 -2.013 1.233 -0.266 0.302
C -1.076 -1.154 -0.581 -3.244 2.484 -3.458
N -2.053 -1.507 0.523 1.970 -4.296 -2.261
C -2.673 -2.716 0.297 0.663 0.650 0.740
C -2.665 -3.837 1.538 -1.323 1.055 -0.277
C -3.468 -3.162 -1.067 0.207 0.266 0.437
C 0.529 -1.623 -0.550 2.516 0.111 4.145
O 1.274 -1.630 0.570 -4.918 -0.156 -7.444
H 6.240 -3.457 0.128 -2.425 -0.066 0.387
H 4.715 -3.994 1.212 0.916 1.097 -1.994
H 4.830 -2.251 0.483 0.388 -2.438 -0.600
H 3.560 -4.821 -0.786 1.329 2.163 -0.851
H 5.081 -4.430 -1.850 -1.795 1.301 1.492
H 3.468 -1.709 -1.151 -0.071 -2.262 -1.443
H 4.068 -2.475 -2.846 -1.599 -0.137 2.043
H -3.533 1.537 -1.530 1.167 -1.056 -0.314
H -1.764 -4.599 1.449 -1.756 1.874 -0.161
H -3.683 -4.456 1.472 2.301 1.343 0.384
H -2.571 -3.228 2.547 -0.198 -1.430 -2.075
H -3.928 -4.246 -0.960 1.315 2.224 -0.248
H -2.746 -3.056 -1.994 -1.654 -0.282 1.774
H -4.399 -2.424 -1.182 2.219 -1.432 0.213
C -6.728 2.122 1.437 0.149 0.257 -0.236
C -6.983 1.006 2.268 0.092 -0.328 0.114
C -6.023 0.058 1.989 -0.038 0.062 0.009
N -5.201 0.563 1.016 0.127 -0.141 0.180
C -5.619 1.823 0.677 -0.186 0.058 -0.038
H -7.291 3.046 1.398 0.112 -0.121 0.036
H -7.781 0.903 2.992 0.149 0.029 -0.134
H -5.857 -0.929 2.399 -0.046 0.174 -0.057
H -4.408 0.081 0.612 -0.156 0.000 -0.055
H -5.095 2.397 -0.075 -0.035 -0.034 0.168
C -1.366 4.459 1.167 -0.251 0.041 -0.190
C -0.585 3.624 2.001 0.084 -0.324 0.175
C -1.322 2.487 2.249 0.093 -0.022 0.018
N -2.521 2.610 1.597 0.088 -0.014 0.074
C -2.555 3.807 0.930 -0.072 0.114 -0.050
H -1.089 5.432 0.779 -0.130 -0.130 0.042
H 0.408 3.829 2.380 -0.148 -0.010 0.015
H -1.097 1.605 2.832 0.005 0.136 -0.096
H -3.265 1.924 1.606 0.147 0.196 0.011
H -3.420 4.092 0.346 0.138 0.032 0.114
C -6.810 6.585 4.223 0.241 0.168 -0.296
C -7.066 5.468 5.054 0.103 -0.388 0.116
C -6.106 4.521 4.776 -0.086 -0.069 0.043
N -5.283 5.025 3.802 0.016 -0.018 0.075
C -5.702 6.286 3.463 -0.049 0.108 -0.075
H -7.374 7.508 4.184 0.118 -0.151 -0.005
H -7.864 5.366 5.779 0.155 0.003 -0.115
H -5.939 3.534 5.185 -0.049 0.171 -0.043
H -4.491 4.543 3.399 -0.291 0.208 0.071
H -5.177 6.860 2.711 -0.108 -0.073 0.134
C -1.259 2.669 7.436 -0.054 -0.364 -0.163
C -1.432 4.071 7.347 -0.136 0.306 -0.215
C -2.054 4.332 6.146 0.037 0.072 0.014
N -2.259 3.137 5.507 -0.091 0.053 0.098
C -1.782 2.117 6.288 0.060 -0.078 0.029
H -0.803 2.121 8.251 -0.085 0.077 -0.149
H -1.135 4.811 8.079 -0.063 -0.118 -0.145
H -2.367 5.263 5.694 0.050 -0.140 0.103
H -2.694 3.025 4.601 0.260 0.046 0.318
H -1.854 1.089 5.961 0.030 0.154 0.088
C 7.055 -6.767 3.648 0.346 0.122 -0.151
C 5.764 -6.390 4.087 -0.273 0.269 0.062
C 5.698 -5.016 4.037 -0.071 -0.004 0.043
N 6.907 -4.550 3.588 -0.017 -0.059 -0.030
C 7.739 -5.611 3.343 0.069 -0.046 0.003
H 7.445 -7.773 3.563 -0.030 0.177 -0.007
H 4.967 -7.050 4.405 0.083 0.136 -0.042
H 4.898 -4.331 4.283 0.124 -0.150 -0.017
H 7.146 -3.576 3.457 -0.102 -0.388 0.039
H 8.744 -5.454 2.975 -0.171 -0.065 0.077
C 4.552 4.850 1.469 -0.334 0.071 -0.231
C 5.332 4.015 2.303 0.023 -0.353 0.169
C 4.595 2.878 2.551 0.063 0.010 0.055
N 3.396 3.001 1.899 -0.014 -0.068 -0.014
C 3.363 4.198 1.232 0.038 0.125 0.015
H 4.828 5.822 1.082 -0.088 -0.145 0.074
H 6.325 4.220 2.682 -0.179 -0.047 -0.058
H 4.821 1.996 3.135 -0.025 0.178 -0.082
H 2.652 2.315 1.908 0.279 0.249 -0.025
H 2.497 4.483 0.649 0.174 -0.060 0.079
C 2.045 -10.979 5.132 0.175 -0.122 0.354
C 2.201 -10.327 3.885 0.239 0.204 -0.249
C 3.493 -9.855 3.828 -0.049 0.064 -0.078
N 4.121 -10.194 4.998 -0.006 -0.032 -0.017
C 3.247 -10.885 5.797 -0.079 -0.016 0.064
H 1.153 -11.466 5.504 0.169 0.075 -0.048
H 1.452 -10.215 3.112 0.149 -0.017 0.120
H 4.018 -9.306 3.057 -0.113 -0.086 0.111
H 5.079 -9.971 5.235 -0.373 -0.094 -0.097
H 3.554 -11.248 6.769 -0.090 0.059 -0.167
C 2.510 9.292 1.139 0.091 -0.155 -0.371
C 1.868 9.074 2.381 -0.237 -0.254 0.229
C 1.201 7.873 2.293 -0.050 0.050 0.085
N 1.414 7.361 1.040 0.000 0.015 0.016
C 2.216 8.217 0.331 0.051 0.075 -0.081
H 3.122 10.142 0.864 -0.100 -0.159 0.029
H 1.890 9.723 3.247 -0.013 -0.135 -0.141
H 0.594 7.340 3.013 0.114 0.107 -0.096
H 1.040 6.487 0.693 0.190 0.351 0.159
H 2.507 7.989 -0.686 -0.039 0.073 0.170
C -6.456 4.115 -4.605 -0.296 -0.245 0.094
C -5.223 4.606 -4.113 0.307 0.019 0.280
C -5.035 4.064 -2.862 0.047 0.079 -0.054
N -6.113 3.267 -2.579 -0.012 -0.100 -0.020
C -6.983 3.288 -3.639 -0.062 0.024 -0.076
H -6.910 4.340 -5.561 0.073 -0.050 0.176
H -4.544 5.282 -4.618 -0.106 -0.131 0.104
H -4.228 4.177 -2.149 -0.072 0.048 -0.132
H -6.247 2.744 -1.723 -0.099 0.175 -0.320
H -7.900 2.715 -3.614 0.153 0.123 -0.024
C 5.783 -1.816 -5.989 0.275 0.314 -0.087
C 5.524 -3.084 -5.416 0.114 -0.318 0.230
C 6.741 -3.660 -5.125 -0.030 -0.074 0.043
N 7.725 -2.785 -5.507 -0.028 0.014 0.046
C 7.150 -1.656 -6.030 -0.055 0.059 -0.058
H 5.052 -1.097 -6.334 0.139 -0.111 0.041
H 4.554 -3.530 -5.235 0.137 0.027 -0.074
H 6.990 -4.614 -4.682 -0.076 0.146 -0.100
H 8.719 -2.947 -5.416 -0.405 0.068 -0.038
H 7.762 -0.838 -6.387 -0.143 -0.134 0.043
C -2.012 -1.907 -11.401 -0.411 -0.097 -0.076
C -0.956 -1.628 -10.500 0.071 0.035 0.375
C -1.491 -1.620 -9.231 0.152 0.036 0.036
N -2.832 -1.880 -9.335 0.047 -0.043 -0.026
C -3.158 -2.062 -10.654 -0.054 0.011 -0.140
H -1.943 -1.987 -12.478 -0.039 0.006 0.180
H 0.082 -1.452 -10.750 -0.174 -0.034 0.068
H -1.032 -1.451 -8.266 -0.131 -0.022 -0.365
H -3.480 -1.931 -8.560 0.289 0.025 -0.315
H -4.176 -2.284 -10.947 0.186 0.048 0.009
```
Forces are in eV/Å.

Properties
- SMILES = CCCOC1=C(N(C(=O)F)C(=O)F)C(=O)C(S)=C(N=C(C)C)C1=O.c1cc[nH]c1.c1cc[nH]c1.c1cc[nH]c1.c1cc[nH]c1.c1cc[nH]c1.c1cc[nH]c1.c1cc[nH]c1.c1cc[nH]c1.c1cc[nH]c1.c1cc[nH]c1.c1cc[nH]c1
- Kohn-Sham gap (eV) = 5.3
- HOMO (eV) = -7.901
- LUMO (eV) = -2.61
- net charge = 0